Here is a cluster of 2 separate species, C4H6S in total from OMol25. Energies are from wB97M-V/def2-TZVPD.

The geometry in XYZ format:
```
11
Properties=species:S:1:pos:R:3:nbo_charge:R:1
C 0.89778 2.29930 -0.23199 -0.1559
C 0.17247 1.32873 -0.23035 -0.0833
C -0.27392 -1.02587 -0.91429 -0.6650
C -0.64117 0.22343 -0.21337 -0.1021
S 0.32833 -0.47625 2.51318 -0.2489
H 1.53757 3.13011 -0.19100 0.2353
H -0.43261 -0.90400 -1.99054 0.2309
H -0.88050 -1.85810 -0.57196 0.2261
H 0.78161 -1.25420 -0.77338 0.2376
H -1.61422 0.31806 0.24053 0.2310
H 0.12465 -1.78122 2.36317 0.0942
```

gap between HOMO and LUMO (alpha / beta) = 6.3 / 8.4 eV
HOMO energy (alpha / beta) = -8.18 / -9.27 eV
energy above the lowest of the compared OMol25 structures with the same formula, charge and spin = 84.63 kcal/mol

=====

Here is the ion C4H6NO with charge +1 from OMol25. Energies are from wB97M-V/def2-TZVPD.

The geometry in XYZ format:
```
12
Properties=species:S:1:pos:R:3:nbo_charge:R:1
C -0.57633 -1.19514 -0.50207 0.2636
C 0.21678 -0.02061 1.69435 -0.6831
C 0.65388 0.85363 -2.21536 0.6486
C -0.65930 -0.16545 0.49619 -0.0387
N -0.12637 -0.08846 -0.95147 -0.3654
O 1.52757 0.53727 -2.92720 -0.3158
H -1.04434 -2.16889 -0.70816 0.2780
H 0.14158 0.96709 2.16758 0.2509
H 1.28300 -0.03749 1.57755 0.2481
H 0.09287 -0.68017 2.46987 0.2603
H 0.11169 1.71157 -1.80272 0.2229
H -1.62101 0.28665 0.70145 0.2305
```

SMILES string = C[C@@H]1C=[N+]1C=O
gap between HOMO and LUMO = 10.5 eV
HOMO energy = -16.18 eV
energy above the lowest of the compared OMol25 structures with the same formula, charge and spin = 79.15 kcal/mol
total charge = +1

=====

Here is a cluster of 2 separate species, H4N3O2P in total from OMol25. Energies are from wB97M-V/def2-TZVPD.

The geometry in XYZ format:
```
10
Properties=species:S:1:pos:R:3:nbo_charge:R:1
N 1.94074 -2.02014 -0.32210 0.1868
N 0.08922 1.41649 -0.68576 -1.1488
N -0.19703 -0.19671 1.25501 -1.1912
O 0.81171 -1.84511 -0.48814 -0.1908
O -1.22603 -0.76631 -1.01741 -1.0165
P -1.06230 0.37432 -0.08753 1.7513
H 0.13176 1.38931 -1.63874 0.3940
H 0.10665 2.32857 -0.41690 0.3807
H -0.35306 -1.24140 1.39667 0.4331
H -0.24166 0.56097 2.00490 0.4012
```

gap between HOMO and LUMO (alpha / beta) = 9.2 / 6.9 eV
HOMO energy (alpha / beta) = -8.46 / -8.20 eV
energy above the lowest of the compared OMol25 structures with the same formula, charge and spin = 47.47 kcal/mol

=====

Here is a structure of composition C41H38GaN5P2S3 from OMol25. Energies are from wB97M-V/def2-TZVPD.

The geometry in XYZ format:
```
90
Properties=species:S:1:pos:R:3:lowdin_charge:R:1
Ga 0.36015 0.19171 -0.24198 0.1127
N 0.40423 -0.86098 3.82292 0.1569
C 0.86586 0.11822 4.73677 -0.2237
C 0.89627 -0.16952 6.08865 -0.0009
C 1.32368 0.79335 6.99442 -0.0478
C 1.68816 2.05033 6.54796 -0.0514
C 1.64273 2.34558 5.18944 -0.0782
C 1.24961 1.37296 4.29218 -0.4193
S 1.27576 1.73572 2.54914 1.0068
N 0.38119 0.44163 1.87480 -0.2778
C 0.08326 -0.62800 2.54232 -0.3126
C -0.70899 -1.65583 1.82502 -0.1706
C -1.44596 -2.62147 2.49188 0.0278
C -2.20433 -3.52093 1.75630 -0.0014
C -2.21707 -3.40887 0.37999 0.0055
C -1.47834 -2.39817 -0.21285 -0.0726
N -0.73310 -1.54401 0.48811 0.0725
H 0.21711 -1.76817 4.21419 0.1442
H 0.59091 -1.14984 6.43717 0.1242
H 1.36906 0.55214 8.04706 0.1196
H 2.01229 2.80663 7.24893 0.1193
H 1.93361 3.32528 4.83107 0.1170
H -1.45597 -2.67146 3.57134 0.1235
H -2.78898 -4.28161 2.25575 0.1304
H -2.80213 -4.07929 -0.23306 0.1289
H -1.47149 -2.28209 -1.28478 0.0875
C 3.02115 2.39687 -0.51968 -0.3217
S 1.23280 2.65757 -0.46308 0.8293
C 0.97408 3.29205 -2.15970 -0.3899
C -0.46336 3.76444 -2.38269 -0.2090
C -1.36540 2.75037 -3.09118 -0.2204
N -1.45325 1.39926 -2.47890 -0.3947
P -0.16878 0.26133 -2.73000 1.0032
C -0.82279 -1.35378 -3.25042 -0.3775
C 0.10348 -2.38167 -3.03994 -0.1198
C -0.16621 -3.66267 -3.49052 -0.0508
C -1.36247 -3.92059 -4.14877 -0.0502
C -2.27630 -2.89961 -4.36855 -0.0482
C -2.00685 -1.61064 -3.92936 -0.0831
C 0.69179 0.65855 -4.28051 -0.3535
C 2.08441 0.66684 -4.28166 -0.0922
C 2.77400 0.79496 -5.47876 -0.0472
C 2.07505 0.91555 -6.66944 -0.0422
C 0.68461 0.90245 -6.66865 -0.0438
C -0.01099 0.76193 -5.48132 -0.0828
P -1.93892 1.22695 -0.82527 1.0079
C -2.56169 2.79402 -0.17301 -0.3601
C -3.71619 3.39086 -0.67932 -0.0720
C -4.18176 4.56381 -0.11088 -0.0437
C -3.52291 5.12651 0.97604 -0.0414
C -2.39822 4.51086 1.50627 -0.0487
C -1.91312 3.34646 0.93265 -0.1102
C -3.48091 0.27535 -0.88910 -0.3536
C -4.20857 0.11642 -2.06349 -0.1026
C -5.42795 -0.54378 -2.03678 -0.0506
C -5.93550 -1.01933 -0.83602 -0.0512
C -5.23236 -0.82162 0.34468 -0.0594
C -4.00444 -0.18252 0.31877 -0.0988
H 3.32118 2.01794 0.45452 0.0240
H 3.50056 3.35478 -0.70914 0.0622
H 3.27731 1.67299 -1.28956 0.0400
H 1.26997 2.52813 -2.87243 0.0420
H 1.66906 4.12557 -2.25007 0.0994
H -0.45106 4.65912 -3.00700 0.1314
H -0.89595 4.05758 -1.42814 0.0827
H -1.01532 2.62271 -4.11307 0.1003
H -2.37290 3.16578 -3.13893 0.1152
H 1.03026 -2.16616 -2.51439 0.1028
H 0.55150 -4.45754 -3.33760 0.1188
H -1.57730 -4.92172 -4.49859 0.1170
H -3.19854 -3.10150 -4.89754 0.1166
H -2.71955 -0.81901 -4.11508 0.0896
H 2.62957 0.54650 -3.35127 0.1018
H 3.85577 0.78942 -5.47669 0.1182
H 2.61206 1.01105 -7.60342 0.1193
H 0.14339 0.98358 -7.60195 0.1188
H -1.09341 0.72175 -5.48798 0.1126
H -4.24814 2.93893 -1.50782 0.1121
H -5.07057 5.03585 -0.50808 0.1186
H -3.89068 6.04364 1.41601 0.1188
H -1.89815 4.93721 2.36589 0.1169
H -1.02823 2.86734 1.33411 0.0426
H -3.82450 0.52772 -2.98800 0.0905
H -5.98621 -0.67070 -2.95508 0.1168
H -6.88949 -1.52938 -0.81546 0.1169
H -5.64485 -1.16056 1.28647 0.1151
H -3.45640 -0.01055 1.24089 0.1120
S 4.29336 -1.49850 1.00853 0.7250
C 2.99451 -1.03280 0.27481 -0.9429
N 2.01349 -0.67645 -0.30596 0.0035
```

gap between HOMO and LUMO = 7.0 eV
HOMO energy = -12.77 eV
total charge = +2

=====

Here is a cluster of 2 separate species, C9H10NO7 in total from OMol25. Energies are from wB97M-V/def2-TZVPD.

The geometry in XYZ format:
```
27
Properties=species:S:1:pos:R:3:nbo_charge:R:1
C 3.56492 1.00370 -1.13516 -0.7476
C 3.66156 2.41604 -0.60231 0.8052
O 4.71389 2.99891 -0.55870 -0.5957
O 2.54762 3.00582 -0.13325 -0.5527
C 1.25412 2.70255 -0.73342 0.8328
O 0.91842 3.42445 -1.61065 -0.5152
C 0.52308 1.55224 -0.11156 -0.6080
C -0.84789 1.91123 0.48012 -0.3493
O -1.61996 2.76600 -0.57761 -0.5385
C -2.26255 2.07932 -1.42151 0.5958
N -2.85201 1.44894 -2.19482 -0.5951
H 2.72429 0.44416 -0.73234 0.2375
H 3.52517 1.02426 -2.22732 0.2389
H 4.49524 0.50795 -0.84837 0.2329
H 0.53348 0.71500 -0.84001 0.1961
H 1.12611 1.21774 0.73696 0.2330
H -1.42514 0.98224 0.50113 0.1279
C -2.30220 -3.58008 1.98205 -0.0981
C -2.65686 -3.40906 0.51491 -0.0964
O -2.06676 -2.15183 0.20781 -0.4772
C -1.06581 -1.90872 1.08774 0.9671
O -0.29392 -1.01781 1.00274 -0.5464
O -1.09028 -2.83582 2.08921 -0.5004
H -2.12976 -4.61323 2.27373 0.1921
H -3.04898 -3.13441 2.64212 0.1826
H -2.20012 -4.17744 -0.11312 0.1767
H -3.72565 -3.37215 0.32163 0.2019
```

gap between HOMO and LUMO = 5.1 eV
HOMO energy = -2.68 eV
energy above the lowest of the compared OMol25 structures with the same formula, charge and spin = 0.00 kcal/mol
total charge = -1

=====

Here is the molecule C4H4O2 from OMol25. Energies are from wB97M-V/def2-TZVPD.

The geometry in XYZ format:
```
10
Properties=species:S:1:pos:R:3:nbo_charge:R:1
O -2.47224 -1.19203 0.96411 -0.6634
C -1.64270 -0.25073 0.43394 0.0685
C -0.36798 -0.43685 0.17470 -0.0781
C 0.88616 -0.42461 -0.03592 -0.1106
C 2.13232 -0.01403 -0.15258 0.0981
O 2.41903 1.28846 -0.44214 -0.6609
H -3.30040 -0.75902 1.19764 0.4819
H 1.57326 1.76104 -0.41623 0.4807
H -2.07016 0.72363 0.20193 0.1832
H 3.02158 -0.62245 -0.04624 0.2005
```

SMILES string = OC=C=C=CO
gap between HOMO and LUMO = 8.3 eV
HOMO energy = -7.84 eV
energy above the lowest of the compared OMol25 structures with the same formula, charge and spin = 62.95 kcal/mol

=====

Here is the molecule C5H6O from OMol25. Energies are from wB97M-V/def2-TZVPD.

The geometry in XYZ format:
```
12
Properties=species:S:1:pos:R:3:nbo_charge:R:1
C 1.06689 0.03015 0.70117 -0.4054
C 0.26145 -0.87665 -0.28615 0.0215
C 0.34075 0.99468 -0.42533 0.0490
C -1.18179 0.70668 -0.08461 -0.2056
C -1.17431 -0.62864 -0.15142 -0.2250
H 1.00633 0.07100 1.93436 0.2184
H 2.17944 -0.19449 0.46622 0.2179
H 0.16688 -2.05760 -0.55803 0.1903
H 0.65018 1.96758 -0.75237 0.2110
H -2.06827 1.28978 0.20229 0.2226
H -1.85656 -1.21416 0.28239 0.2028
O 0.60902 -0.08832 -1.32852 -0.4974
```

gap between HOMO and LUMO = 10.4 eV
HOMO energy = -9.31 eV
energy above the lowest of the compared OMol25 structures with the same formula, charge and spin = 102.01 kcal/mol

=====

Here is the molecule C3ClFN2 from OMol25. Energies are from wB97M-V/def2-TZVPD.

The geometry in XYZ format:
```
7
Properties=species:S:1:pos:R:3:nbo_charge:R:1
C 0.09602 -0.15673 0.18555 0.1408
C -1.31539 -0.31984 0.44681 0.2111
C 0.61078 1.08992 0.74958 0.2031
N -2.56712 -0.48908 0.24553 -0.1832
N 1.11065 2.03613 1.11766 -0.1912
F 0.56147 -1.27777 0.86196 -0.2916
Cl 0.51727 -0.17703 -1.50539 0.1110
```

SMILES string = N#CC(F)(Cl)C#N
gap between HOMO and LUMO = 11.6 eV
HOMO energy = -12.46 eV
energy above the lowest of the compared OMol25 structures with the same formula, charge and spin = 22.54 kcal/mol

=====

Energy for the records above, in order: -554.037304, -285.596069, -658.405321, -5660.639577, -930.345400, -305.179149, -269.183676, -783.788872 a.u.